[1]
Entry from the Open Molecules 2025 dataset: a structure of composition C32H51FN2O4S at a distorted geometry (ωB97M-V/def2-TZVPD).

Kohn-Sham gap: 7.8 eV
F_max: 0.069 hartree/bohr
E: -58729.2235 eV
E_LUMO: -1.14 eV
net charge: 0
highest occupied orbital energy: -8.92 eV

XYZ file:
```
91
Properties=species:S:1:pos:R:3:mulliken_charge:R:1
C -3.47 -3.72 -1.54 -0.03
H -6.33 0.94 -2.32 0.36
O 5.96 1.00 1.04 -0.43
C -0.62 0.37 1.00 0.69
S 0.94 1.00 -0.72 0.16
H 1.79 -2.64 5.31 0.34
C -5.40 2.32 -3.66 -1.21
C 2.33 -0.67 6.32 -0.43
H 1.84 4.16 -1.38 0.24
C -2.25 -0.97 2.37 -0.92
N 0.41 -0.57 -0.96 -0.60
H -2.95 -0.99 3.26 0.37
C -6.90 -2.78 -1.21 -0.98
C -1.61 0.83 4.66 0.01
F -2.83 -3.31 1.73 -0.38
H -6.61 -4.80 -2.23 0.39
H 6.91 -1.32 -0.24 0.26
H 8.59 -0.80 -0.10 0.40
C -2.12 -2.17 1.44 0.49
O -4.86 -0.05 -3.29 -0.37
H 0.03 -3.74 -0.49 0.46
H -0.51 -1.76 4.37 0.33
C 4.34 5.15 -3.30 -0.28
H -0.83 -2.78 -1.75 0.29
H 5.47 -1.54 2.14 0.29
C -1.65 1.49 3.21 -0.60
H -7.81 -2.64 -1.87 0.34
H 5.46 4.10 -4.81 0.39
C -1.52 0.28 2.20 0.36
H -3.49 -2.60 -1.55 -0.26
C 7.56 -0.45 -0.14 -1.05
O 3.08 5.13 -2.64 -0.47
H -3.50 -4.04 -2.63 0.48
H -2.58 2.08 3.06 0.40
H 2.56 1.39 7.17 0.34
H 3.29 -1.07 6.75 0.36
H 4.35 6.07 -3.89 0.34
C 4.83 0.14 0.92 0.20
H 7.96 1.16 1.21 0.34
C 4.55 3.97 -4.23 -0.98
H 2.83 3.09 -2.36 0.26
H 0.23 2.25 6.17 0.35
H 4.64 3.03 -3.67 0.20
C -6.00 -3.91 -1.88 -0.44
C 2.84 4.02 -1.78 -0.23
H -1.48 0.12 -3.22 0.43
H -4.40 2.63 -3.98 0.26
H 4.87 -0.42 -0.02 0.26
C -4.79 -4.35 -0.91 -0.47
H -3.49 0.69 -4.65 0.41
C -0.97 -3.28 -0.73 -0.94
C -3.55 -0.03 -3.83 -0.75
C -2.14 -4.32 -0.91 -0.99
H -5.88 3.17 -3.19 0.42
N 0.12 1.48 0.66 -0.64
H 5.15 5.23 -2.57 0.29
H 3.88 4.88 -0.09 0.33
H -1.76 -5.10 -1.64 0.44
H 3.72 -1.34 2.03 0.38
H -5.56 -3.45 -2.81 0.19
H -4.97 -3.99 0.14 0.22
C 0.61 1.20 6.01 -0.23
H -4.77 -5.48 -0.98 0.30
C -1.25 -2.13 0.28 0.16
C 3.82 3.93 -0.62 -0.85
C -0.49 -0.83 0.07 0.53
C 7.22 0.36 1.10 -0.31
H 4.83 3.69 -0.97 0.24
H 7.30 -0.25 2.00 0.31
H -6.35 -1.80 -1.16 0.10
H 3.96 0.79 0.87 -0.08
H -2.55 1.27 -2.40 0.31
C -2.48 0.25 -2.79 -0.65
H -7.23 -3.17 -0.20 0.35
H -3.38 -1.02 -4.26 0.35
H -5.96 2.04 -4.56 0.31
H -2.35 -4.89 0.04 0.35
C -0.24 0.29 5.23 0.41
H 3.52 3.15 0.08 0.28
C 0.19 -1.10 4.96 -0.13
H -0.73 2.15 3.18 0.34
H 4.69 -0.25 3.04 0.34
C -5.32 1.15 -2.69 -0.18
H -2.58 -0.43 -1.94 0.09
C 1.47 -1.58 5.51 -0.50
C 1.89 0.72 6.57 -0.52
H -4.71 1.40 -1.82 0.25
H 3.70 3.86 -4.91 0.27
H 7.43 0.16 -1.04 0.27
C 4.66 -0.80 2.10 -1.17
O -2.63 0.71 5.32 -0.53
```

=====

[2]
Entry from the Open Molecules 2025 dataset: a structure of composition C32H51I2N4O6PSi at a distorted geometry (ωB97M-V/def2-TZVPD).

Kohn-Sham gap: 7.0 eV
F_max: 0.040 hartree/bohr
E: -85624.8444 eV
E_LUMO: -0.61 eV
net charge: 0
highest occupied orbital energy: -7.62 eV

XYZ file:
```
97
Properties=species:S:1:pos:R:3:mulliken_charge:R:1
H 8.83 -0.19 -0.34 0.36
C -1.56 3.35 -0.17 -0.60
C 4.68 1.44 1.39 -0.05
H 5.42 0.53 -4.67 0.19
C 5.54 0.74 0.42 -0.63
H -1.84 4.39 -0.01 0.32
H 9.14 1.49 -2.99 0.47
I 2.04 1.68 -3.91 0.22
H -9.18 -6.42 4.25 0.23
H -2.66 -0.71 0.80 0.53
H -7.82 -4.39 1.41 0.17
C 4.42 -2.44 -5.43 0.80
H -1.94 -0.69 -2.37 0.39
H -1.10 0.11 0.83 0.34
Si -2.65 1.07 -0.89 0.55
H 1.76 5.43 -0.96 0.25
H -5.89 -1.77 2.92 0.32
H 6.16 -0.06 0.82 0.56
H 5.61 -2.36 -7.23 0.34
O -8.74 -4.20 3.50 -0.63
C 0.49 1.68 3.97 -1.21
H -8.68 -5.67 7.11 0.32
H -0.03 0.80 3.62 0.34
O -4.83 -2.01 0.67 -0.58
H 7.66 2.50 -2.83 0.30
H -2.48 0.87 1.59 0.30
N 5.06 -1.52 -4.65 -0.07
C 2.26 4.50 -2.83 0.19
H -8.15 -2.59 5.33 0.27
H -4.70 1.05 -2.21 0.32
O 3.77 -3.34 -4.93 -0.65
H -1.73 0.82 -3.22 0.32
H -4.58 -0.49 -1.25 0.21
C -6.41 -2.55 2.39 -1.06
C 0.99 2.87 -0.32 0.34
C 1.07 2.51 1.02 0.07
H -9.92 -6.81 6.60 0.29
H 8.81 2.28 -1.48 0.37
C 4.64 2.24 -1.26 0.27
C 2.25 2.06 1.64 0.09
C 7.60 0.60 -1.83 0.73
H -0.05 2.57 3.63 0.36
C 3.12 2.86 4.37 -1.06
O 4.97 3.01 -2.12 -0.55
H 2.40 3.49 4.90 0.42
C -4.43 0.58 -1.27 -1.01
C 3.40 1.97 0.85 0.52
C 8.33 1.81 -2.34 -1.41
H -6.34 -3.48 2.95 0.29
O -2.66 2.74 -0.84 -0.58
C 3.36 2.35 -0.49 0.50
H -5.03 1.07 -0.51 0.26
H 0.19 2.56 1.64 0.02
H 4.00 -3.09 -7.41 0.30
H 0.53 1.69 5.06 0.45
H -7.46 -2.27 2.29 0.40
C -8.69 -4.54 4.67 0.77
H -5.82 -3.68 -0.70 0.24
H -0.54 0.26 -1.99 0.31
C 5.87 -0.39 -5.07 -0.70
H 4.16 -1.33 -7.26 0.33
H -8.21 -7.22 6.40 0.28
H 2.11 6.56 -2.24 0.51
C -8.94 -6.41 6.36 -0.83
H -7.43 -3.89 6.29 0.39
O 5.00 1.52 2.55 -0.56
H 4.93 -1.68 -3.66 0.16
H 6.87 -0.50 -4.64 0.15
C -5.78 -2.70 1.03 0.46
H 5.94 -0.32 -6.15 0.38
P 2.23 1.58 3.39 0.13
N -8.95 -5.82 5.03 -0.17
H -9.15 -3.48 6.49 0.45
H 3.78 2.41 5.09 0.30
H 3.71 3.47 3.69 0.33
H -1.44 2.91 0.82 0.14
H -7.06 -5.57 0.34 0.28
H 7.89 -1.40 -1.26 0.34
C 5.53 1.11 -0.86 -0.32
H -0.40 2.75 -1.92 0.26
H -8.18 -4.37 -0.32 0.28
H -0.09 4.35 -1.35 0.46
C -2.18 0.26 0.74 -1.11
H 3.42 5.69 -1.47 0.23
C -0.28 3.33 -1.01 -0.40
N 6.32 0.52 -1.84 0.00
C -1.59 0.34 -2.25 -1.06
C -8.33 -3.57 5.77 -1.40
C 2.39 5.60 -1.83 -1.20
C -7.40 -4.54 0.43 -0.64
C 8.49 -0.50 -1.32 -1.50
C 2.18 2.81 -1.08 0.28
C 2.17 3.22 -2.50 -1.00
N -6.29 -3.64 0.19 -0.15
I 2.24 5.19 -4.83 0.06
C 4.56 -2.29 -6.93 -1.22
H 9.32 -0.67 -2.00 0.50
```

=====

[3]
Entry from the Open Molecules 2025 dataset: a structure of composition C32H51MoN4O2P2 at a distorted geometry (ωB97M-V/def2-TZVPD).

energy above the lowest of the compared OMol25 structures with the same formula, charge and spin: 1.275 eV
Kohn-Sham gap (spin up / spin down): 6.2 / 2.9 eV
F_max: 0.154 hartree/bohr
E: -64471.2779 eV
expectation value of S²: 2.224
multiplicity: 3
E_LUMO (spin up / spin down): -10.68 / -13.32 eV
net charge: +3
highest occupied orbital energy (spin up / spin down): -16.93 / -16.25 eV

XYZ file:
```
92
Properties=species:S:1:pos:R:3:lowdin_spin:R:1
N 0.26 -1.56 0.70 -0.04
H -0.39 3.58 -0.11 0.00
C 0.05 -2.75 -2.98 0.01
H -1.36 -4.32 -2.56 0.00
H 0.96 -4.72 -3.15 0.00
H 2.14 -3.43 -3.41 0.00
C 4.55 0.68 0.13 0.00
H -4.54 1.54 -0.78 0.00
H -0.05 1.32 -5.26 0.00
C -0.24 -2.69 -4.49 0.00
H 4.39 -0.15 -1.89 0.00
C 1.19 -2.26 -0.01 0.11
H 1.16 3.25 3.94 0.00
H -0.44 -3.84 1.50 0.00
H -0.95 5.07 2.24 0.00
H -5.65 2.86 -1.15 0.00
H -1.18 -2.16 -4.70 0.00
C -0.22 1.69 -2.61 0.00
C -1.20 -0.73 3.33 0.00
H -1.99 -2.68 -2.22 0.00
H 5.64 0.85 0.10 0.00
C 2.85 -4.15 0.62 0.16
H -0.21 -1.19 3.47 0.00
C -1.13 3.99 2.31 0.00
C -1.19 0.82 3.35 0.00
H -0.74 2.50 4.66 0.00
H 0.24 -0.41 -5.33 0.00
H -2.07 -0.79 -4.29 0.00
H 0.58 -2.22 -5.04 0.00
P -0.11 1.42 1.96 0.01
H 0.85 1.98 -2.59 0.00
H 1.33 4.75 3.00 0.00
H 1.46 -0.32 2.66 0.00
C 0.49 3.73 0.54 0.00
C 0.58 -4.25 1.44 0.16
C 3.16 -5.31 1.36 0.15
C -2.29 0.00 -0.18 0.07
C 0.17 3.26 1.97 0.00
H 2.53 -2.03 -2.01 0.00
H -2.55 0.06 -2.81 0.00
H -1.51 3.80 3.32 0.00
H -1.62 -1.11 2.37 0.00
C 2.52 -0.09 -0.90 0.01
H -4.94 4.94 -1.39 0.00
H 1.43 0.64 -4.52 0.00
H -2.72 2.37 3.09 0.00
H 2.29 3.31 2.55 0.00
H -1.28 1.02 5.47 0.00
H 0.11 -5.81 2.88 0.00
H 4.29 1.15 2.25 0.00
C 3.82 0.93 1.30 0.00
C 2.44 0.88 1.22 0.00
H 3.61 -3.64 0.03 0.01
N -4.09 4.73 -0.90 0.00
C -0.42 0.37 -3.39 0.00
H -3.42 5.46 -0.71 0.00
H -0.78 2.49 -3.14 0.00
H 1.36 3.25 0.09 0.00
C 1.31 3.65 2.93 0.00
C 0.87 -5.40 2.20 0.15
H 0.38 1.12 4.86 0.00
N -4.70 2.51 -0.98 0.00
Mo -0.36 0.16 -0.09 1.03
H -0.81 -3.42 -1.11 0.00
H -3.01 0.91 2.12 0.00
C -3.73 3.43 -0.71 0.00
C 2.15 -5.97 2.10 0.01
C 0.36 0.47 -4.69 0.00
C 1.56 -3.60 0.64 0.01
H 0.68 4.82 0.58 0.00
H -1.90 3.74 1.56 0.00
C 1.59 0.76 2.43 0.01
H -0.36 -3.71 -4.87 0.00
H 1.57 -3.80 -1.75 0.00
H 2.01 1.23 3.34 0.00
O -3.46 -0.14 -0.25 0.09
C 3.88 0.17 -0.98 0.00
H 2.37 -6.91 2.60 0.00
C -1.92 0.13 -3.71 0.00
H -1.87 -1.06 4.14 0.00
C -2.63 1.28 3.08 0.00
O -2.60 3.10 -0.27 0.00
C -0.66 1.41 4.65 0.00
H -2.27 0.97 -4.34 0.00
C 1.26 -3.71 -2.81 0.00
C 1.86 -1.35 -1.42 0.02
H -3.25 0.88 3.89 0.00
C -1.10 -3.32 -2.16 0.00
P 0.21 -1.01 -2.21 0.00
H -0.62 1.69 -1.54 0.00
H 4.19 -5.70 1.39 0.00
N 1.82 0.59 0.05 0.00
```

=====

[4]
Entry from the Open Molecules 2025 dataset: a structure of composition C32H52AsFeN2OP2S3Se at a distorted geometry (ωB97M-V/def2-TZVPD).

energy above the lowest of the compared OMol25 structures with the same formula, charge and spin: 0.415 eV
Kohn-Sham gap (spin up / spin down): 7.1 / 6.7 eV
F_max: 0.037 hartree/bohr
E: -250712.7381 eV
expectation value of S²: 0.783
multiplicity: 2
E_LUMO (spin up / spin down): 0.14 / -0.27 eV
net charge: 0
highest occupied orbital energy (spin up / spin down): -6.93 / -7.02 eV

XYZ file:
```
95
Properties=species:S:1:pos:R:3:lowdin_spin:R:1
H 0.33 -1.60 4.27 0.00
H -3.76 1.48 5.94 0.00
H 0.99 -3.27 0.41 0.00
H 0.37 -1.66 -3.60 0.00
H 5.47 -1.84 -1.81 0.00
C -2.64 1.28 -3.30 0.00
S 0.16 2.25 1.17 -0.03
H -2.06 -2.84 3.45 0.00
H -3.85 1.80 1.00 0.00
C 0.92 -1.09 3.52 0.00
C -4.82 1.38 -4.56 0.00
C 0.39 -3.77 1.17 0.00
H -1.68 -4.43 2.78 0.00
H 2.39 -0.09 -3.05 0.00
H -0.50 -3.60 3.80 0.00
H 4.75 -3.37 -0.01 0.00
H 4.72 2.57 0.86 0.00
C -0.67 -2.83 1.76 0.00
H 2.42 1.48 -3.82 0.00
Se -1.88 -3.51 -1.95 0.00
H 2.92 -1.60 4.16 0.00
C -3.84 0.23 -1.05 0.01
C -3.40 1.19 1.76 0.01
H -1.46 -2.71 1.03 0.00
S 2.51 0.18 0.01 -0.01
C 4.80 -1.01 -1.56 0.00
H 2.73 -1.50 2.41 0.00
C -1.87 1.00 -2.16 0.01
N -1.69 0.35 0.16 0.08
H -4.75 0.59 -5.30 0.00
C -0.73 -2.27 -1.36 0.00
C 4.01 3.07 1.52 0.00
H 4.06 4.15 1.40 0.00
H 3.51 -3.49 -2.37 0.00
C -2.27 0.42 1.45 0.00
H 2.37 3.08 -2.69 0.00
H -3.39 -0.23 6.12 0.00
H 2.13 -2.92 3.29 0.00
Fe 0.20 0.22 0.04 0.95
C -2.15 -0.22 3.78 0.00
H 1.76 -3.45 -1.98 0.00
As 3.13 -1.68 -0.81 0.00
H 3.16 -3.69 0.72 0.00
C 1.58 3.49 -2.07 0.00
C 2.25 -1.83 3.33 0.00
H 1.96 0.80 3.31 0.00
C 2.64 -2.86 -2.24 0.00
C -1.26 -3.45 3.03 0.00
P -0.06 1.20 -2.13 -0.02
C -0.12 -0.86 -4.15 0.00
H 0.08 3.11 -3.58 0.00
H 2.43 -2.30 -3.15 0.00
O 2.73 2.59 1.10 0.00
C 1.98 0.48 -3.87 0.00
C -1.63 -0.25 2.49 0.01
C 0.45 0.50 -3.77 0.00
H 0.08 1.24 -4.49 0.00
N 0.07 -1.49 -1.01 0.00
H 0.35 0.99 3.99 0.00
H 5.26 -0.36 -0.83 0.00
H -0.68 4.95 -2.11 0.00
H -4.48 2.30 -5.03 0.00
H 0.06 -1.03 -5.22 0.00
H -4.95 0.27 5.47 0.00
H 4.20 2.82 2.56 0.00
H 1.64 4.58 -2.14 0.00
H -4.31 -0.24 -0.20 0.00
C -3.90 1.20 3.05 0.00
H 2.30 0.02 -4.81 0.00
C -3.88 0.50 5.48 0.00
H 1.79 3.21 -1.03 0.00
S 1.70 3.86 3.16 -0.01
H 4.17 -2.39 1.36 0.00
H -0.88 3.82 -0.76 0.00
C 0.18 3.02 -2.49 0.00
H -1.89 3.67 -2.20 0.00
H -4.77 1.82 3.26 0.00
H 1.65 0.32 4.98 0.00
C -2.47 0.54 -1.00 0.00
C 3.88 -2.92 0.46 0.00
H 4.58 -0.44 -2.46 0.00
C -3.31 0.48 4.08 0.01
H -1.64 -0.74 4.58 0.00
C 1.22 0.34 3.97 0.00
C 1.64 2.90 1.84 0.00
C -4.58 0.50 -2.19 0.00
H -1.19 -0.95 -3.97 0.00
C -4.00 1.06 -3.33 0.01
H -5.88 1.50 -4.30 0.00
H -0.10 -4.62 0.69 0.00
P -0.09 -1.10 1.99 -0.02
H -5.63 0.25 -2.19 0.00
C -0.89 3.91 -1.85 0.00
H -2.15 1.67 -4.18 0.00
H 1.06 -4.15 1.94 0.00
```

=====

[5]
Entry from the Open Molecules 2025 dataset: a cluster of 4 separate species, C32H52BBrFN2O14PS5 in total at a distorted geometry (ωB97M-V/def2-TZVPD).

energy above the lowest of the compared OMol25 structures with the same formula, charge and spin: 0.000 eV
Kohn-Sham gap: 7.0 eV
SMILES string: C=Cc1cc2c(c([PH2]=O)c1C[C@H](O)CN)N(S)c1c(CCCC)c(CC(=O)F)c(Br)c(B(O)O)c1S2.CCOS(C)(=O)=O.CCOS(C)(=O)=O.CCOS(C)(=O)=O
F_max: 0.049 hartree/bohr
E: -202570.9355 eV
E_LUMO: -0.85 eV
net charge: 0
highest occupied orbital energy: -7.80 eV

XYZ file:
```
109
Properties=species:S:1:pos:R:3:mulliken_charge:R:1
C 6.64 7.02 -4.41 -1.00
H -7.71 1.18 0.81 0.48
C 2.97 -1.72 3.14 -1.65
S -2.77 -2.54 4.91 -0.48
C -3.13 -1.21 2.59 -1.13
C 0.75 -1.50 1.07 -0.97
C 3.71 -3.06 3.05 0.79
H -3.58 -1.37 -6.86 0.29
C -4.74 -0.70 4.31 -0.49
H 6.87 8.05 -4.69 0.35
H -1.76 -0.46 0.11 -0.25
C -5.37 0.19 3.46 1.13
H 6.36 -1.96 -0.81 0.36
H -5.14 -0.86 5.31 0.45
H 4.99 8.64 -0.58 0.28
H 5.23 3.57 -3.06 0.31
H 6.78 1.69 -3.26 0.28
H 5.96 3.28 -1.47 0.28
H 0.65 -4.08 -2.08 0.30
O 4.13 -0.80 -1.96 -0.69
H -0.07 -5.35 -5.58 0.37
H -7.56 0.34 3.94 0.37
S -2.58 -3.59 1.78 -0.09
S 4.90 -0.13 -0.96 1.33
H 5.58 6.80 -4.56 0.32
H -2.71 -0.49 -4.66 0.28
H -4.27 -2.75 -6.04 0.34
H 4.32 2.75 -1.79 0.33
N -2.00 -1.94 2.06 0.61
H 5.17 -1.91 0.52 0.17
N -6.50 -0.30 -1.85 -0.51
Br 2.61 -2.30 6.12 -0.21
H -0.21 -4.41 0.82 0.20
H 0.40 -2.04 -0.97 0.79
C -5.61 1.40 1.27 -1.99
C -3.63 -1.38 3.86 0.86
H 6.77 8.70 1.10 0.39
C -0.46 -4.48 -6.10 -0.99
H 0.28 -3.68 -6.08 0.32
C 0.02 -4.49 -1.28 -1.36
H -5.92 1.67 -1.31 0.34
C 0.43 -1.83 2.53 0.34
C 5.86 7.99 -0.72 -0.30
C -6.78 0.70 0.47 0.25
C -6.61 0.90 3.92 -1.50
O -3.03 1.44 -0.33 -0.78
H -7.65 1.35 -1.45 0.37
C 5.85 -1.32 -0.09 -0.82
O 4.85 -3.17 3.40 -0.56
C -0.89 -2.02 2.99 -0.92
O -2.19 -2.65 -6.13 -0.28
S -1.90 -3.95 -5.25 1.13
C -3.56 -1.18 -4.73 -0.89
C 0.41 -3.88 0.09 0.12
O -2.95 -4.90 -5.47 -0.67
H -0.72 -4.74 -7.12 0.35
H -1.00 -4.19 -1.54 0.24
C 0.04 -2.38 0.02 -0.81
H -7.32 -0.89 -1.78 0.26
H 0.42 -0.46 0.91 0.36
H -4.94 1.91 0.57 0.78
O 6.11 7.96 -2.14 -0.30
H 3.45 -1.20 3.97 0.53
O 8.40 7.15 -2.50 -0.61
F 3.04 -4.15 2.59 -0.24
H 7.90 7.89 0.01 0.30
H -5.70 -0.78 -1.48 0.15
H 1.81 -1.52 0.82 0.19
C 1.21 -2.19 4.81 -0.10
C -6.70 0.94 -1.08 -0.95
C -3.47 -2.01 -5.99 -0.45
H -6.08 2.20 1.85 0.23
C -0.08 -2.37 5.26 0.38
H -0.81 -1.40 8.25 0.29
H -4.49 -0.60 -4.72 0.43
H -0.71 -3.80 8.27 0.32
O 4.28 0.75 -0.01 -0.62
P -3.09 0.00 0.06 1.28
H -3.29 -3.40 0.64 0.20
C -3.76 -0.28 1.74 0.94
O -6.88 -0.69 0.80 -0.55
S 7.03 6.80 -2.71 1.12
O -0.77 -3.84 7.30 -0.56
C 1.48 -1.91 3.47 0.58
C -4.88 0.42 2.16 0.20
H 5.14 1.07 -3.44 0.32
H -1.04 -2.28 -0.01 -0.05
O 6.52 5.53 -2.27 -0.51
C 5.31 2.86 -2.24 -0.85
H 3.16 -1.09 2.26 0.43
C 5.83 1.53 -2.73 -0.44
H -6.96 2.99 3.56 0.27
O -0.05 -1.59 7.68 -0.63
H 7.35 9.51 -0.37 0.27
C -1.09 -2.30 4.33 0.62
H -7.72 -0.83 1.25 0.34
H 1.48 -4.04 0.32 0.16
C 7.04 8.56 0.05 -0.99
H 0.04 -5.59 -1.27 0.40
H -3.55 -1.81 -3.84 0.20
H 7.25 6.33 -4.98 0.38
H 5.59 7.00 -0.36 0.29
B -0.34 -2.65 6.81 0.88
O -1.54 -3.54 -3.93 -0.46
H -6.31 2.55 5.31 0.29
H -3.84 -0.76 -0.88 -0.21
C -6.63 2.25 4.31 -0.69
O 6.12 0.62 -1.65 -0.26
H 6.57 -0.81 0.55 0.32
```